Here is a cluster of 2 separate species, H4N2O3 in total from the OMol25 dataset. Energies are from ωB97M-V/def2-TZVPD.

HOMO energy (spin up / spin down): -9.21 / -9.42 eV
gap between HOMO and LUMO (spin up / spin down): 0.373 / 0.240 Eh
net charge: 0
spin multiplicity: 3
⟨S²⟩: 2.008
energy: -9177.2611 eV
relative energy (zero: lowest compared OMol25 entry of this formula, charge and spin): 138.8 kJ/mol
largest force on an atom: 5.60 eV/Å

Structure (XYZ):
```
9
Properties=species:S:1:pos:R:3:forces:R:3:mulliken_charge:R:1
O 2.14142 -0.53277 0.55502 1.477 -2.893 2.486 0.1106
O 0.91768 -0.37897 0.32912 -3.367 0.433 -0.546 -0.0762
O -2.32474 -0.62429 -0.64340 0.104 0.105 0.050 -0.4351
N 2.99801 0.20441 -0.01779 4.849 2.345 -1.534 -0.3104
N -2.07191 0.61075 0.17887 2.462 -1.376 -1.024 -0.3775
H -1.11312 0.93178 -0.20704 -2.126 -0.336 0.774 0.2538
H 4.01425 -0.04789 0.35238 -2.940 0.094 -0.411 0.2578
H -2.76982 1.26733 -0.17529 0.148 -0.475 -0.260 0.2587
H -1.79177 -1.43034 -0.37187 -0.607 2.103 0.466 0.3183
```
Positions in Å, forces in eV/Å.

***

Here is a structure of composition C4H11CsNO from the OMol25 dataset. Energies are from ωB97M-V/def2-TZVPD.

HOMO energy (spin up / spin down): -18.70 / -17.34 eV
gap between HOMO and LUMO (spin up / spin down): 0.446 / 0.201 Eh
net charge: +2
spin multiplicity: 2
⟨S²⟩: 0.756
energy: -8393.3849 eV
relative energy (zero: lowest compared OMol25 entry of this formula, charge and spin): 0.0 kJ/mol
largest force on an atom: 3.78 eV/Å

Structure (XYZ):
```
18
Properties=species:S:1:pos:R:3:forces:R:3:mulliken_charge:R:1
Cs 1.66224 4.07882 -2.77401 0.180 0.411 -0.295 1.0432
O -1.24210 -1.48118 0.07061 1.277 2.796 1.267 -0.1935
N 1.28350 -0.71968 -1.10115 -1.972 0.168 0.162 -0.5137
C 0.77544 0.06274 -0.02071 3.147 0.508 -0.035 0.5278
C -1.85627 -1.74267 1.33272 0.192 -1.619 0.078 -0.6278
C -0.73129 -0.11491 0.03629 -3.375 -1.381 -0.980 -0.7160
C 1.30133 1.53965 -0.07565 -1.216 -1.373 0.465 -1.0534
H 2.37751 1.39865 -0.17590 -0.042 0.486 -0.029 0.4743
H 0.83561 2.11102 -0.87861 0.109 -0.196 -0.102 -0.1481
H 0.75473 -1.57779 -1.03669 0.882 -1.164 -0.043 0.3481
H 0.87588 -0.35413 -1.94987 0.775 0.414 -0.920 0.2908
H -2.81787 -1.24275 1.44890 -0.151 -0.008 -0.327 0.3457
H 1.02962 2.01524 0.86673 0.313 0.168 -0.049 0.3981
H -1.21899 -1.42431 2.15773 0.274 0.213 -0.015 0.3796
H 1.22756 -0.34776 0.88215 -0.400 -0.211 0.429 0.3415
H -1.19008 0.48509 0.82218 0.222 -0.115 0.237 0.4870
H -1.13754 0.14417 -0.94142 0.254 0.749 -0.140 0.3378
H -1.92929 -2.83020 1.33671 -0.470 0.154 0.298 0.2786
```
Positions in Å, forces in eV/Å.

***

Here is a structure of composition C31H72BrClF5NO11PSi2 from the OMol25 dataset. Energies are from ωB97M-V/def2-TZVPD.

HOMO energy: -4.13 eV
gap between HOMO and LUMO: 0.222 Eh
net charge: -1
energy: -178530.0632 eV
largest force on an atom: 1.79 eV/Å

Structure (XYZ):
```
125
Properties=species:S:1:pos:R:3:forces:R:3:mulliken_charge:R:1
Br 3.15692 3.96067 -2.48104 0.037 -0.211 0.315 -0.2717
Cl 5.00336 -2.99100 -2.32690 0.041 -0.038 -0.172 -0.2598
P 1.78826 2.81170 -3.84277 -0.317 0.298 -1.556 -0.0960
Si -0.15938 -1.33970 -2.48660 -0.131 -1.504 -0.136 -0.0205
Si 0.47980 1.50424 -2.46935 1.521 -0.324 0.888 -0.5076
F -2.70916 4.08876 -2.94778 0.433 0.050 -0.091 -0.2940
F -1.20249 3.81319 -4.46060 0.373 0.109 0.235 -0.2112
F -2.09692 2.08249 -1.59979 -0.169 -0.215 0.292 -0.2626
F -1.89940 1.48528 -3.70983 -0.321 -0.263 -0.058 -0.2972
F -0.63820 4.47744 -2.44208 0.207 -0.067 -0.258 -0.2073
O -1.21557 -5.22903 -5.00473 0.113 0.258 -0.189 -0.5045
O -5.59623 -2.04364 2.56806 -0.352 0.072 0.116 -0.4607
O 0.71654 0.00942 -3.07643 -0.805 0.400 0.293 -0.1066
O 7.92770 4.77483 3.86783 -0.121 -0.063 0.315 -0.4766
O 5.80314 0.64230 0.63137 -0.155 -0.170 0.244 -0.4309
O -3.62878 -2.46448 -2.28532 0.226 -0.395 -0.486 -0.2703
O 3.10346 3.91784 4.28027 -0.115 -0.063 0.029 -0.4433
O 2.77861 1.68129 -4.53499 -0.098 0.396 0.711 -0.4314
O -7.49738 -3.82108 -2.72688 -0.078 0.076 0.161 -0.4354
O 0.69392 -1.46431 0.01081 -0.323 -0.067 -0.617 -0.7376
O -1.56255 -1.42688 -0.08309 0.544 0.100 -0.638 -0.6291
N 1.03918 1.60805 -0.84610 -0.950 0.640 -1.106 0.3829
C -6.50012 -1.75026 3.62605 0.400 -0.246 0.318 0.4097
C -5.83235 -0.83717 4.64448 -0.049 0.175 -0.045 -1.3170
C -6.98377 -3.04009 4.27534 -0.159 -0.046 -0.092 -1.3124
C 0.59793 2.71868 -0.00860 0.458 -0.206 1.091 -0.4793
C 3.39170 -3.39076 -3.06911 0.380 0.262 0.507 -0.5934
C 7.94052 0.65129 1.74724 0.006 -0.183 0.117 -1.4950
C -8.89200 -2.52182 -4.20586 0.096 0.151 -0.012 -1.3301
C 2.73904 2.64313 1.38767 -0.379 -0.214 0.677 -0.7688
C -4.93459 -2.23604 -1.84650 -0.413 0.698 0.965 0.0167
C 1.97169 3.71011 6.40384 -0.155 -0.019 -0.065 -1.4247
C 2.93542 3.07217 5.41456 0.209 0.326 0.308 0.5836
C 6.49810 1.13878 1.77167 0.324 0.296 -0.441 0.5170
C -3.58603 -5.03141 -4.57494 0.052 0.155 0.121 -1.0849
C -8.70048 -3.06359 -2.79700 -0.174 -0.327 -0.365 0.5396
C 8.61497 5.24797 5.02390 0.357 0.283 -0.329 0.4288
C 10.05574 4.75877 5.01017 -0.014 -0.173 0.065 -1.3416
C -2.71834 -6.02252 -6.71918 0.122 0.079 -0.160 -1.5504
C 0.92925 -2.81616 -2.92184 0.560 0.808 -0.516 -0.9364
C -1.43263 3.67529 -3.15672 -1.341 -0.147 0.304 0.5753
C -2.48177 -4.99541 -5.61965 -0.225 -0.507 0.176 0.5189
C -0.41102 -1.39318 -0.59373 -0.169 0.379 1.456 0.8855
C 6.42987 2.65681 1.81613 -0.148 0.054 0.111 -0.7220
C -1.32407 2.19239 -2.69431 0.579 0.436 -0.530 0.9518
C 8.54783 6.76693 5.08599 -0.166 0.029 0.073 -1.3010
C -4.99374 -1.49625 -0.50326 -0.032 0.230 0.087 -0.9909
C 1.20716 2.59208 1.38203 0.021 0.900 -0.146 -0.9014
C -1.74128 -1.60463 -3.50074 0.453 0.210 0.440 -0.0310
C 2.29041 -2.81991 -2.21194 -0.550 -0.564 0.201 -0.5227
C 4.28700 2.79178 6.05521 0.077 -0.131 -0.095 -1.2566
C -3.03278 -1.27827 -2.77390 -0.628 0.267 -0.339 -0.7881
C -9.88377 -3.91822 -2.36522 0.000 0.008 0.176 -1.4271
H -9.99346 -4.78172 -3.02762 -0.020 0.054 -0.078 0.3490
H -4.95551 -1.32530 5.07772 -0.043 -0.066 0.032 0.3456
H 6.93448 3.05126 2.69910 -0.025 -0.011 -0.053 0.1820
H -8.97108 -3.34334 -4.92387 -0.080 -0.035 0.039 0.3332
H 10.57993 5.13920 4.12925 -0.007 0.091 0.026 0.3520
H -8.03518 -1.91510 -4.49908 -0.001 0.025 0.042 0.3168
H 8.48965 0.99277 2.62734 0.013 0.023 -0.017 0.3533
H 10.59478 5.08523 5.90096 0.014 0.014 -0.013 0.3938
H 6.23369 0.99342 -0.15384 0.000 0.034 -0.061 0.2886
H 5.39331 2.99192 1.82916 -0.015 -0.034 0.044 -0.0181
H 2.53869 -1.84540 -1.81613 0.192 0.343 -0.120 0.2396
H -10.81418 -3.34784 -2.38385 -0.007 -0.014 -0.018 0.3876
H 8.09307 4.82359 5.88239 -0.095 -0.071 -0.069 0.2271
H -5.49924 -1.64520 -2.57458 0.071 -0.002 -0.406 0.2674
H -2.72910 -7.03326 -6.30108 -0.083 0.016 0.057 0.3691
H -7.34506 -1.23235 3.16951 0.037 0.000 -0.114 0.2472
H -8.57647 -2.23345 -2.10060 0.133 -0.031 0.042 0.2786
H 9.02750 7.20685 4.20748 0.086 -0.033 0.021 0.3473
H 9.04396 7.15039 5.97901 0.017 0.010 -0.013 0.3875
H 0.38344 -3.74723 -2.82478 -0.135 -0.198 0.166 0.4887
H -1.24126 -6.10301 -4.60397 -0.028 -0.026 0.089 0.3308
H 5.98804 0.72534 2.64299 -0.104 -0.069 -0.069 0.2057
H -7.70159 -2.83974 5.07344 0.017 -0.010 0.016 0.3895
H 2.36397 4.66896 6.75588 0.077 -0.042 0.044 0.3448
H -4.56080 -4.82653 -5.02346 -0.004 -0.011 0.006 0.3317
H -4.83640 -2.49888 2.94662 0.131 0.033 -0.098 0.2923
H -0.47634 2.71143 0.13367 -0.274 -0.195 -0.366 0.3461
H 4.96480 2.33875 5.33108 -0.030 -0.026 -0.013 0.1869
H 1.12089 -2.70166 -3.99567 -0.146 -0.035 -0.213 0.3490
H 1.80608 3.06559 7.26858 0.009 0.012 0.011 0.3902
H 1.01150 3.90677 5.92682 -0.007 -0.051 -0.013 0.3289
H 2.05037 1.54084 -0.87000 0.110 -0.184 0.417 0.1688
H -3.66886 -5.84799 -7.22657 -0.012 -0.021 0.012 0.3751
H 3.13307 1.65819 1.61224 0.340 -0.182 -0.324 0.2698
H -2.42755 -3.99834 -6.05877 0.134 0.039 0.057 0.3124
H 3.37126 -4.46890 -3.07802 -0.127 -0.309 -0.230 0.3369
H 4.18939 2.12074 6.91028 0.004 0.014 0.012 0.4118
H 8.45264 1.02051 0.85401 -0.011 0.093 0.023 0.3649
H 0.81253 1.72795 1.90000 0.041 -0.386 -0.038 0.4314
H -1.78575 -2.65739 -3.76936 0.130 -0.248 0.002 -0.6562
H 0.87973 3.71110 -0.37191 0.045 0.051 -0.338 0.2237
H -3.74072 -0.82449 -3.48051 -0.118 0.058 -0.134 0.6461
H -1.91656 -5.98526 -7.45825 -0.013 0.040 -0.008 0.3591
H 0.85415 3.46629 1.93047 -0.162 0.090 0.174 0.3651
H -2.92620 -0.56734 -1.95859 0.292 0.061 0.179 0.2939
H 10.08850 3.67018 4.96234 -0.023 -0.005 0.036 0.3106
H -1.67709 -1.07069 -4.44371 -0.020 0.228 -0.187 0.5238
H 2.20044 -3.44735 -1.33345 0.055 0.017 0.356 0.3303
H 3.16589 3.03861 0.47318 0.036 -0.086 -0.322 0.2428
H -7.45667 -3.68533 3.53445 -0.024 0.029 -0.015 0.3186
H -6.14104 -3.59342 4.69818 0.024 0.067 0.059 0.3401
H -5.37591 -2.10484 0.30684 -0.043 -0.187 -0.028 0.2486
H 8.36835 5.13489 3.09138 0.003 0.004 -0.062 0.3013
H -9.79378 -1.91121 -4.27813 -0.009 -0.015 -0.016 0.3941
H -5.62438 -0.61171 -0.55650 -0.207 0.153 -0.053 0.2756
H 3.48239 4.75011 4.58060 0.042 0.026 0.033 0.2726
H -7.57475 -4.56428 -3.33333 -0.006 -0.029 -0.043 0.2843
H -6.51760 -0.57430 5.45314 0.013 -0.014 0.014 0.3927
H 7.51088 7.10326 5.09176 -0.010 -0.021 0.035 0.3177
H 6.89685 3.08978 0.92450 0.093 -0.078 0.007 0.4785
H 7.97521 -0.43824 1.71422 -0.025 -0.001 0.029 0.3496
H 4.74956 3.72326 6.39551 -0.067 0.019 0.058 0.3225
H 3.09630 1.09710 -3.83712 0.145 -0.513 -0.217 0.3162
H 3.05372 3.29113 2.19869 0.154 0.010 -0.009 0.2068
H -5.48875 0.07944 4.16559 -0.027 0.003 -0.023 0.3232
H -3.40197 -4.29343 -3.79356 -0.074 0.046 -0.024 0.2132
H -3.62516 -6.01332 -4.09175 -0.016 -0.062 -0.112 0.3470
H -5.46898 -3.16502 -1.74053 0.228 -0.525 -0.206 0.2278
H -4.01472 -1.14929 -0.19110 0.332 -0.089 -0.041 0.2509
H 2.50931 2.14160 5.03858 -0.003 0.037 -0.142 0.2857
H 3.41013 -3.00181 -4.07716 0.021 0.127 -0.198 0.3728
H -9.72911 -4.30039 -1.35598 0.008 0.043 0.018 0.3374
```
Positions in Å, forces in eV/Å.